(1)
{
  "formula": "C7H6",
  "method": "ωB97M-V/def2-TZVPD",
  "e_tot_ev": -7347.1043,
  "homo_energy_ev": [-7.5, -7.5],
  "elements": ["C", "C", "C", "C", "C", "C", "C", "H", "H", "H", "H", "H", "H"],
  "coordinates": [[-1.999, -0.513, -0.288], [1.746, 0.444, -0.484], [-1.274, 0.559, 0.484], [1.324, -0.171, 0.835], [-0.565, -0.897, -0.291], [1.392, -1.017, -0.443], [-0.139, -0.213, 0.823], [-2.628, -1.199, 0.263], [-2.461, -0.210, -1.224], [1.118, 1.183, -0.959], [2.807, 0.633, -0.598], [-1.271, 1.594, 0.177], [1.951, -0.194, 1.704]],
  "lowdin_charge": [-0.0894, -0.1741, 0.0191, -0.2700, 0.0192, 0.0297, -0.1762, 0.1130, 0.1100, 0.0932, 0.0935, 0.1153, 0.1166]
}

***

(2)
{
  "formula": "C10H16O",
  "method": "ωB97M-V/def2-TZVPD",
  "e_tot_ev": -12674.4399,
  "homo_energy_ev": -8.5,
  "smiles": "Cc1ccc(O)cc1.CCC",
  "elements": ["C", "C", "C", "C", "C", "O", "C", "C", "H", "H", "H", "H", "H", "H", "H", "H", "C", "C", "C", "H", "H", "H", "H", "H", "H", "H", "H"],
  "coordinates": [[-0.581, -0.358, 3.714], [-0.749, -0.579, 2.162], [-1.198, 0.420, 1.249], [-1.400, 0.107, -0.067], [-1.616, -1.186, -0.487], [-2.280, -1.413, -1.692], [-1.398, -2.230, 0.480], [-1.024, -1.931, 1.725], [0.174, -1.071, 4.072], [-1.428, -0.619, 4.380], [-0.373, 0.603, 3.892], [-1.149, 1.501, 1.533], [-1.541, 1.049, -0.610], [-1.798, -1.000, -2.450], [-1.644, -3.216, 0.129], [-1.005, -2.826, 2.445], [2.236, 0.070, -1.426], [1.975, 1.596, -1.529], [0.866, 1.911, -2.426], [2.310, -0.233, -0.314], [1.378, -0.655, -1.848], [3.247, -0.095, -1.915], [1.998, 2.121, -0.625], [2.906, 2.039, -2.065], [1.260, 2.678, -3.050], [0.832, 1.071, -3.245], [0.001, 2.245, -2.033]],
  "lowdin_charge": [-0.0479, -0.1985, -0.0613, -0.0702, -0.2896, 0.0127, -0.0428, -0.0798, 0.0751, 0.0848, 0.0110, 0.1238, 0.1119, 0.1202, 0.1110, 0.1394, -0.1352, -0.3484, -0.1486, 0.0764, 0.0978, 0.0714, 0.0757, 0.1217, 0.0529, 0.1190, 0.0173]
}